[1]
Molecular formula: ClH2NS2
Method: DFT, ωB97M-V/def2-TZVPD

As for the energy above the lowest of the compared OMol25 structures with the same formula, charge and spin: 20.25 kcal/mol. The value obtained for the LUMO energy (alpha / beta) is -1.69 / -1.69 eV. The SMILES is SN(S)Cl.

Geometry as XYZ:
```
6
Properties=species:S:1:pos:R:3:nbo_charge:R:1
N -0.05 -0.17 0.51 -0.70
S 0.16 -1.80 0.14 0.39
S 0.96 1.12 0.10 0.29
Cl -1.99 0.51 -0.17 -0.22
H 0.78 -1.82 -1.10 0.09
H 0.14 2.16 0.52 0.16
```

[2]
Molecular formula: C38H47Cl5GaN3O3Se
Method: DFT, ωB97M-V/def2-TZVPD

The value obtained for the LUMO energy is -0.08 eV.

Geometry as XYZ:
```
98
Properties=species:S:1:pos:R:3:nbo_charge:R:1
Ga -0.53 0.38 -0.13 1.75
C 4.91 3.39 -5.07 -0.60
C 4.64 3.71 -3.59 -0.07
C 5.90 3.36 -2.78 -0.60
C 4.39 5.22 -3.44 -0.60
C 3.42 2.95 -3.09 -0.05
C 3.45 2.09 -2.01 -0.22
C 2.28 1.47 -1.58 -0.29
Se 2.36 0.23 -0.12 0.39
C 2.23 1.42 1.38 -0.27
C 3.33 2.20 1.72 -0.22
C 3.25 3.05 2.82 -0.04
C 2.06 3.04 3.54 -0.13
C 0.95 2.26 3.24 -0.10
C 1.03 1.44 2.09 0.37
O -0.01 0.68 1.69 -0.94
C -0.27 2.41 4.18 -0.07
C -0.77 3.86 4.14 -0.60
C -1.46 1.50 3.85 -0.58
C 0.15 2.07 5.62 -0.59
C 4.40 3.98 3.23 -0.08
C 3.94 5.44 3.06 -0.60
C 5.64 3.76 2.37 -0.60
C 4.78 3.73 4.70 -0.60
C 1.05 1.66 -2.20 0.40
O -0.08 1.12 -1.75 -0.91
C 1.01 2.47 -3.36 -0.09
C 2.19 3.10 -3.75 -0.14
C -0.29 2.62 -4.16 -0.08
C -0.72 1.23 -4.67 -0.60
C -1.41 3.23 -3.30 -0.60
C -0.10 3.53 -5.38 -0.60
H 5.82 3.89 -5.40 0.20
H 4.09 3.70 -5.71 0.21
H 5.05 2.31 -5.20 0.21
H 6.75 3.93 -3.16 0.21
H 6.14 2.30 -2.87 0.21
H 5.77 3.61 -1.72 0.21
H 5.25 5.79 -3.80 0.20
H 4.21 5.48 -2.40 0.21
H 3.51 5.53 -4.02 0.21
H 4.37 1.89 -1.48 0.22
H 4.22 2.13 1.12 0.22
H 1.99 3.70 4.40 0.20
H -0.95 4.18 3.11 0.22
H -0.03 4.55 4.58 0.20
H -1.70 3.96 4.70 0.21
H -1.89 1.70 2.87 0.22
H -2.24 1.66 4.61 0.20
H -1.19 0.44 3.88 0.20
H 1.02 2.65 5.95 0.21
H 0.40 1.01 5.71 0.20
H -0.68 2.29 6.30 0.21
H 3.69 5.64 2.02 0.21
H 4.74 6.12 3.36 0.20
H 3.06 5.65 3.67 0.21
H 5.45 3.98 1.31 0.21
H 6.00 2.73 2.44 0.21
H 6.44 4.42 2.70 0.21
H 3.96 3.97 5.38 0.20
H 5.63 4.36 4.97 0.21
H 5.06 2.69 4.85 0.21
H 2.16 3.74 -4.61 0.20
H -0.86 0.54 -3.85 0.24
H 0.03 0.82 -5.35 0.20
H -1.67 1.32 -5.22 0.20
H -1.75 2.52 -2.55 0.22
H -2.26 3.48 -3.94 0.20
H -1.07 4.14 -2.80 0.21
H 0.67 3.15 -6.06 0.21
H 0.15 4.55 -5.10 0.21
H -1.04 3.56 -5.94 0.21
Cl -3.70 -1.35 0.02 0.01
C -3.66 0.39 0.04 0.06
C -2.44 1.07 0.02 -0.60
C -2.52 2.47 0.07 0.06
Cl -1.06 3.41 0.05 0.06
C -3.72 3.16 0.12 -0.12
Cl -3.74 4.88 0.17 0.05
C -4.92 2.45 0.13 -0.08
Cl -6.42 3.28 0.18 0.06
C -4.89 1.06 0.09 -0.13
Cl -6.37 0.18 0.11 0.05
C 0.20 -4.83 1.62 -0.41
N -0.09 -3.72 0.74 -0.39
C -0.38 -3.86 -0.68 -0.31
C -0.63 -2.41 -1.09 0.69
O -0.90 -2.01 -2.19 -0.53
N -0.47 -1.63 0.05 -0.76
C -0.13 -2.43 1.07 0.69
N 0.11 -1.94 2.28 -0.78
H -0.42 -5.68 1.34 0.22
H -0.06 -4.57 2.65 0.21
H 1.25 -5.13 1.58 0.21
H -1.26 -4.47 -0.86 0.23
H 0.46 -4.28 -1.23 0.23
H 0.13 -0.91 2.33 0.47
H 0.51 -2.50 3.01 0.41
```

[3]
Molecular formula: C26H26N2O4PTl
Method: DFT, ωB97M-V/def2-TZVPD

As for the energy above the lowest of the compared OMol25 structures with the same formula, charge and spin: 1.05 kcal/mol. The value obtained for the LUMO energy is 0.30 eV.

Geometry as XYZ:
```
60
Properties=species:S:1:pos:R:3:nbo_charge:R:1
Tl 1.97 -0.73 -1.27 0.84
O -0.36 -1.03 -0.08 -1.14
P -1.43 -1.73 0.68 1.94
C -1.39 -3.52 0.43 -0.36
C -2.22 -4.38 1.15 -0.21
C -2.15 -5.74 0.94 -0.20
C -1.25 -6.26 0.02 -0.19
C -0.42 -5.41 -0.69 -0.21
C -0.49 -4.04 -0.49 -0.20
C -3.10 -1.20 0.25 -0.36
C -3.51 0.07 0.67 -0.19
C -4.75 0.56 0.28 -0.21
C -5.57 -0.21 -0.53 -0.19
C -5.17 -1.47 -0.95 -0.20
C -3.93 -1.96 -0.56 -0.20
C -1.27 -1.46 2.45 -0.44
C -2.35 -1.57 3.33 -0.20
C -2.16 -1.38 4.69 -0.20
C -0.89 -1.08 5.18 -0.19
C 0.18 -0.96 4.31 -0.23
C -0.01 -1.14 2.95 -0.11
H -2.93 -3.99 1.87 0.22
H -2.80 -6.41 1.49 0.22
H -1.19 -7.33 -0.14 0.22
H 0.29 -5.81 -1.41 0.22
H 0.16 -3.36 -1.04 0.23
H -2.87 0.67 1.29 0.23
H -5.06 1.54 0.60 0.22
H -6.54 0.17 -0.84 0.22
H -5.81 -2.07 -1.59 0.22
H -3.61 -2.94 -0.90 0.23
H -3.34 -1.78 2.96 0.22
H -3.00 -1.47 5.37 0.22
H -0.75 -0.93 6.24 0.22
H 1.16 -0.71 4.69 0.22
H 0.82 -1.04 2.26 0.22
C 5.30 2.29 -2.84 -0.61
C 4.92 3.21 -1.68 -0.37
C 3.41 3.44 -1.55 -0.27
C 3.12 4.35 -0.34 -0.37
C 1.63 4.60 -0.12 -0.62
C 2.92 4.14 -2.81 0.71
O 3.36 5.21 -3.16 -0.61
N 1.95 3.49 -3.53 -0.66
C 1.42 2.22 -3.28 0.79
O 0.62 1.76 -4.06 -0.62
N 1.82 1.57 -2.14 -0.79
C 2.73 2.09 -1.31 0.70
O 3.07 1.44 -0.30 -0.72
H 6.38 2.18 -2.91 0.22
H 4.95 2.69 -3.80 0.21
H 4.88 1.29 -2.71 0.20
H 5.39 4.19 -1.81 0.22
H 5.27 2.79 -0.74 0.22
H 3.64 5.29 -0.52 0.22
H 3.56 3.88 0.53 0.22
H 1.17 5.08 -0.99 0.21
H 1.48 5.27 0.73 0.22
H 1.09 3.68 0.08 0.21
H 1.63 3.94 -4.37 0.42
```